{"formula": "C27H21NO5S2", "method": "ωB97M-V with the def2-TZVPD basis set", "mol_weight_g_mol": 503.601, "lumo_energy_ev": -1.25, "de_lowest_kcal_mol": 0.0, "multiplicity": 1, "fmax_ev_per_a": 5.73, "symbols": ["C", "C", "C", "C", "C", "C", "N", "C", "C", "C", "C", "C", "O", "C", "C", "H", "H", "H", "H", "H", "H", "H", "H", "H", "H", "H", "C", "C", "C", "C", "C", "C", "S", "O", "O", "C", "C", "C", "C", "C", "C", "C", "C", "S", "O", "O", "H", "H", "H", "H", "H", "H", "H", "H", "H", "H"], "positions_angstrom": [[-4.837, -0.181, 2.684], [-4.454, 1.164, 2.839], [-3.106, 1.533, 2.765], [-2.130, 0.584, 2.412], [-0.674, 1.034, 2.406], [0.295, 0.525, 1.238], [1.520, 0.439, 2.106], [2.210, 1.616, 2.166], [3.543, 1.594, 2.464], [4.151, 0.349, 2.608], [3.486, -0.836, 2.298], [2.139, -0.770, 2.037], [-0.286, 1.541, 3.446], [-2.523, -0.743, 2.257], [-3.857, -1.119, 2.388], [-5.883, -0.465, 2.765], [-5.229, 1.916, 3.033], [-2.811, 2.566, 2.947], [-0.177, -0.415, 1.046], [1.630, 2.482, 1.846], [4.042, 2.546, 2.606], [5.185, 0.333, 2.952], [3.952, -1.821, 2.280], [1.495, -1.603, 1.712], [-1.766, -1.487, 2.013], [-4.106, -2.169, 2.258], [-0.903, -4.178, -4.109], [-1.339, -3.123, -3.308], [-0.410, -2.387, -2.582], [0.945, -2.679, -2.669], [1.401, -3.701, -3.504], [0.466, -4.466, -4.210], [1.992, -1.754, -1.546], [2.350, -2.607, -0.412], [3.036, -1.105, -2.304], [0.742, -0.591, -1.120], [0.912, 0.627, -0.146], [0.644, 1.965, -0.849], [-0.589, 2.476, -0.453], [-1.020, 3.689, -0.985], [-0.215, 4.383, -1.884], [1.035, 3.884, -2.256], [1.475, 2.654, -1.737], [-0.843, -1.203, -1.323], [-1.713, -0.167, -1.828], [-1.229, -1.930, -0.121], [-1.621, -4.799, -4.634], [-2.388, -2.895, -3.216], [2.471, -3.905, -3.576], [0.810, -5.301, -4.823], [2.051, 0.558, -0.175], [-1.300, 1.936, 0.211], [-2.024, 3.952, -0.662], [-0.604, 5.309, -2.292], [1.625, 4.442, -2.985], [2.432, 2.307, -2.073]]}

***

{"formula": "C27H22BF4O17", "method": "ωB97M-V with the def2-TZVPD basis set", "total_charge": -1, "mol_weight_g_mol": 705.260, "lumo_energy_ev": -1.16, "de_lowest_kcal_mol": 143.6, "multiplicity": 1, "fmax_ev_per_a": 12.20, "symbols": ["B", "F", "F", "F", "F", "C", "C", "C", "O", "C", "C", "C", "O", "O", "O", "H", "H", "H", "H", "C", "C", "C", "O", "C", "C", "C", "O", "O", "O", "H", "H", "H", "H", "C", "C", "C", "O", "C", "C", "C", "O", "O", "O", "H", "H", "H", "H", "C", "C", "C", "O", "C", "C", "C", "O", "O", "O", "H", "H", "H", "H", "C", "C", "O", "C", "H", "H", "H", "H", "H", "H"], "positions_angstrom": [[-0.480, -0.327, -0.850], [0.614, -0.946, -1.304], [-0.297, 0.016, 0.400], [-0.601, 0.827, -1.594], [-1.666, -1.081, -0.972], [-7.000, -4.955, -0.647], [-6.922, -4.541, 0.759], [-5.746, -3.931, 1.448], [-5.773, -3.646, 2.588], [-4.663, -3.841, 0.548], [-4.710, -4.066, -0.950], [-5.890, -4.797, -1.499], [-5.935, -5.118, -2.663], [-3.757, -3.706, -1.922], [-8.044, -4.799, 1.680], [-7.971, -5.350, -1.203], [-3.705, -3.492, 1.254], [-3.037, -3.292, -1.447], [-7.793, -4.719, 2.555], [-2.735, -1.485, 4.567], [-1.825, -0.714, 3.592], [-1.555, 0.598, 3.822], [-0.850, 1.229, 2.973], [-1.989, 1.289, 5.033], [-3.000, 0.432, 5.937], [-3.329, -0.861, 5.667], [-3.985, -1.625, 6.447], [-3.825, 1.014, 7.025], [-1.423, -1.352, 2.430], [-2.754, -2.412, 4.461], [-1.785, 2.430, 5.284], [-4.447, 0.347, 6.981], [-1.271, -0.714, 1.832], [3.381, 3.257, -6.095], [3.921, 3.852, -4.744], [3.413, 3.458, -3.515], [3.942, 3.818, -2.360], [2.144, 2.689, -3.550], [1.568, 2.186, -4.854], [2.239, 2.457, -6.172], [1.751, 2.147, -7.208], [0.372, 1.523, -4.863], [5.000, 4.755, -4.698], [4.051, 3.628, -6.949], [1.826, 2.436, -2.694], [0.299, 1.713, -4.052], [5.278, 4.810, -3.781], [3.462, 4.161, 1.966], [2.370, 5.034, 1.443], [1.253, 4.385, 0.795], [0.374, 5.091, 0.205], [1.251, 2.902, 0.651], [2.371, 2.103, 1.310], [3.578, 2.788, 1.650], [4.650, 2.102, 1.959], [2.125, 0.807, 1.489], [2.244, 6.355, 1.765], [4.477, 4.644, 2.411], [0.441, 2.470, 0.366], [1.315, 0.402, 1.279], [1.526, 6.717, 1.116], [4.361, -1.765, -0.999], [5.007, -2.638, -2.028], [5.683, -2.209, -2.965], [4.831, -4.102, -1.726], [4.773, -1.964, 0.051], [3.196, -1.825, -1.074], [4.709, -0.897, -1.465], [3.993, -4.482, -1.610], [5.608, -4.399, -0.793], [5.365, -4.823, -2.494]]}

***

{"formula": "C27H22BrMoO7P", "method": "ωB97M-V with the def2-TZVPD basis set", "mol_weight_g_mol": 665.284, "lumo_energy_ev": [-1.65, -1.09], "de_lowest_kcal_mol": 36.0, "multiplicity": 3, "fmax_ev_per_a": 1.67, "symbols": ["Mo", "O", "C", "O", "C", "C", "C", "C", "C", "O", "C", "C", "O", "O", "H", "H", "H", "H", "H", "H", "H", "H", "O", "C", "O", "C", "C", "C", "C", "C", "C", "P", "C", "C", "C", "C", "C", "C", "C", "C", "C", "C", "C", "C", "H", "H", "H", "H", "H", "H", "H", "H", "H", "H", "H", "H", "H", "H", "Br"], "positions_angstrom": [[0.986, 0.005, 0.457], [-0.162, -3.083, 2.169], [-0.681, -2.100, 1.733], [-0.037, -0.889, 1.803], [-2.071, -2.019, 1.162], [-2.887, -0.830, 1.711], [-4.372, -1.193, 1.649], [-4.609, -1.155, 0.121], [-3.248, -0.672, -0.390], [-2.764, 0.152, 0.685], [-2.206, -1.798, -0.371], [-0.964, -1.357, -1.156], [-1.077, -0.800, -2.232], [0.188, -1.604, -0.588], [-2.529, -2.970, 1.443], [-2.535, -0.426, 2.658], [-4.589, -2.160, 2.100], [-4.963, -0.436, 2.164], [-4.882, -2.124, -0.295], [-5.388, -0.442, -0.146], [-3.264, -0.114, -1.314], [-2.560, -2.709, -0.857], [3.118, -1.149, -2.520], [2.483, -0.170, -2.256], [2.171, 0.216, -1.025], [1.943, 0.846, -3.205], [2.466, 0.846, -4.493], [2.067, 1.790, -5.424], [1.137, 2.750, -5.056], [0.608, 2.743, -3.774], [0.984, 1.789, -2.831], [0.151, 1.962, -1.191], [0.783, 3.610, -0.767], [2.149, 3.697, -0.491], [2.724, 4.919, -0.202], [1.945, 6.068, -0.179], [0.591, 5.988, -0.457], [0.009, 4.763, -0.753], [-1.600, 2.185, -1.591], [-2.432, 2.656, -0.576], [-3.797, 2.769, -0.784], [-4.344, 2.398, -2.004], [-3.525, 1.905, -3.009], [-2.160, 1.789, -2.804], [3.201, 0.091, -4.740], [2.484, 1.784, -6.422], [0.820, 3.507, -5.761], [-0.117, 3.502, -3.506], [2.764, 2.805, -0.508], [3.783, 4.974, 0.010], [2.395, 7.024, 0.052], [-0.023, 6.879, -0.454], [-1.044, 4.724, -0.989], [-2.024, 2.911, 0.393], [-4.432, 3.134, 0.011], [-5.410, 2.484, -2.167], [-3.950, 1.596, -3.955], [-1.537, 1.375, -3.580], [1.952, 1.628, 2.034]]}

***

{"formula": "C27H22Cl2N3P2PdS4SbSe2", "method": "ωB97M-V with the def2-TZVPD basis set", "total_charge": -2, "mol_weight_g_mol": 1035.716, "lumo_energy_ev": 3.41, "de_lowest_kcal_mol": 48.4, "multiplicity": 1, "fmax_ev_per_a": 0.47, "symbols": ["Pd", "S", "Sb", "S", "S", "S", "Se", "P", "C", "C", "C", "C", "C", "C", "C", "C", "C", "C", "C", "C", "C", "C", "N", "N", "N", "P", "Se", "C", "C", "C", "C", "C", "C", "C", "C", "C", "C", "C", "C", "H", "H", "H", "H", "H", "H", "H", "H", "H", "H", "H", "H", "H", "H", "H", "H", "H", "H", "H", "H", "Cl", "C", "Cl", "H", "H"], "positions_angstrom": [[1.257, -1.087, -3.447], [4.243, -0.802, -8.986], [5.392, -0.480, -7.063], [3.061, -1.616, -4.997], [1.698, -0.262, -5.455], [7.045, -1.996, -6.751], [-1.834, -3.641, 2.804], [-0.918, -1.913, 2.009], [0.329, -1.279, 3.180], [1.639, -1.026, 2.788], [2.579, -0.601, 3.717], [2.219, -0.417, 5.042], [0.917, -0.689, 5.446], [-0.016, -1.135, 4.524], [-2.167, -0.608, 1.759], [-2.671, 0.131, 2.828], [-3.654, 1.084, 2.620], [-4.164, 1.293, 1.342], [-3.689, 0.540, 0.281], [-2.693, -0.406, 0.488], [-0.109, -2.058, 0.425], [0.494, -1.153, -0.473], [0.934, -1.932, -1.491], [0.620, -3.199, -1.253], [0.010, -3.298, -0.100], [0.888, 0.592, -0.855], [2.144, 1.690, -4.756], [1.104, 1.471, 0.743], [2.403, 1.929, 0.975], [2.728, 2.597, 2.150], [1.754, 2.814, 3.112], [0.454, 2.378, 2.888], [0.132, 1.724, 1.710], [-0.680, 1.276, -1.516], [-1.276, 0.652, -2.611], [-2.399, 1.193, -3.220], [-2.927, 2.399, -2.777], [-2.312, 3.057, -1.723], [-1.203, 2.500, -1.100], [1.930, -1.171, 1.757], [3.593, -0.407, 3.391], [2.953, -0.077, 5.763], [0.634, -0.578, 6.486], [-1.005, -1.426, 4.857], [-2.285, -0.022, 3.828], [-4.023, 1.667, 3.456], [-4.927, 2.045, 1.177], [-4.066, 0.697, -0.721], [-2.319, -0.978, -0.350], [3.163, 1.756, 0.221], [3.743, 2.940, 2.310], [2.004, 3.321, 4.037], [-0.313, 2.539, 3.637], [-0.887, 1.401, 1.546], [-0.864, -0.249, -3.069], [-2.837, 0.684, -4.070], [-3.792, 2.828, -3.266], [-2.693, 4.010, -1.376], [-0.739, 3.040, -0.286], [0.066, -5.879, -5.024], [0.407, -4.327, -4.232], [-0.880, -3.145, -4.526], [1.320, -3.918, -4.645], [0.481, -4.477, -3.162]]}